Entry 1:
Below is a molecular structure, C29H26N3PPt, with properties calculated with the ωB97M-V functional and the def2-TZVPD basis.

**HOMO-LUMO gap (spin up / spin down)**: 7.23 / 7.20 eV
**Multiplicity**: 3
**F_max**: 0.47 eV/A
**Relative energy (zero: lowest compared OMol25 entry of this formula, charge and spin)**: 66.7 kJ/mol
**Net charge**: 0

```
60
Properties=species:S:1:pos:R:3:lowdin_charge:R:1
Pt 0.084 1.707 -0.394 0.858
C -2.343 0.140 -3.541 -0.054
C -2.544 -1.241 -2.975 -0.270
C -3.476 -2.103 -3.547 -0.043
C -3.657 -3.389 -3.066 -0.076
C -2.903 -3.834 -1.990 -0.081
C -1.983 -2.985 -1.397 -0.086
C -1.794 -1.692 -1.882 -0.306
P -0.545 -0.560 -1.131 1.006
C -0.593 -1.225 0.590 -0.353
C -1.751 -0.797 1.254 -0.129
C -2.038 -1.213 2.541 -0.087
C -1.154 -2.061 3.192 -0.089
C 0.004 -2.474 2.553 -0.057
C 0.310 -2.072 1.252 -0.272
C 1.584 -2.560 0.614 -0.029
C 0.970 -0.996 -2.036 -0.338
C 1.041 -2.068 -2.924 -0.086
C 2.154 -2.245 -3.729 -0.081
C 3.187 -1.317 -3.680 -0.077
C 3.117 -0.246 -2.808 -0.042
C 2.031 -0.077 -1.945 -0.339
C 2.018 1.012 -0.946 -0.267
H -3.023 0.316 -4.372 0.078
H -1.318 0.265 -3.899 0.083
H -2.513 0.910 -2.786 0.068
H -4.063 -1.757 -4.390 0.111
H -4.384 -4.044 -3.527 0.104
H -3.028 -4.840 -1.610 0.103
H -1.414 -3.338 -0.546 0.106
H -2.431 -0.129 0.736 0.106
H -2.940 -0.874 3.033 0.107
H -1.369 -2.407 4.195 0.103
H 0.692 -3.134 3.069 0.110
H 2.142 -3.186 1.310 0.080
H 2.216 -1.723 0.317 0.074
H 1.379 -3.142 -0.283 0.081
H 0.212 -2.759 -2.998 0.102
H 2.207 -3.089 -4.404 0.102
H 4.047 -1.428 -4.328 0.103
H 3.921 0.481 -2.774 0.112
H 2.744 1.787 -1.181 0.052
H 2.222 0.627 0.067 0.045
N -1.821 4.107 -1.181 -0.063
C -1.141 3.209 -0.914 -0.545
N 0.721 1.890 4.099 0.130
C 0.524 1.404 2.846 -0.146
N 0.660 2.319 1.927 0.033
C 0.950 3.496 2.600 -0.225
C 1.176 4.784 2.124 -0.003
C 1.444 5.771 3.051 -0.085
C 1.498 5.499 4.425 -0.091
C 1.272 4.227 4.915 -0.024
C 0.990 3.239 3.980 -0.197
H 0.627 1.378 4.958 0.158
H 0.301 0.365 2.666 0.103
H 1.131 4.996 1.063 0.113
H 1.614 6.784 2.713 0.103
H 1.719 6.296 5.123 0.101
H 1.316 3.997 5.972 0.108
```

=====

Entry 2:
Below is a molecular structure, C29H26N6OPtS, with properties calculated with the ωB97M-V functional and the def2-TZVPD basis.

**HOMO-LUMO gap (spin up / spin down)**: 6.77 / 5.00 eV
**Multiplicity**: 3
**F_max**: 1.75 eV/A
**Relative energy (zero: lowest compared OMol25 entry of this formula, charge and spin)**: 58.2 kJ/mol
**Net charge**: +2

```
64
Properties=species:S:1:pos:R:3:lowdin_charge:R:1
Pt -0.093 -0.102 0.044 0.967
C 0.046 1.034 5.319 -0.029
N 0.068 2.034 4.288 -0.122
C -0.024 3.388 4.453 0.004
C -0.016 3.954 3.230 0.001
N 0.084 2.940 2.279 0.042
C 0.144 1.751 2.970 -0.615
S 0.347 0.138 2.508 0.753
C 0.074 3.184 0.895 -0.205
C 0.023 4.498 0.416 0.037
C 0.003 4.730 -0.944 -0.001
C 0.055 3.656 -1.823 -0.009
C 0.112 2.392 -1.279 -0.136
N 0.107 2.166 0.036 0.016
H 0.020 1.515 6.292 0.109
H 0.928 0.396 5.254 0.093
H -0.836 0.400 5.206 0.102
H -0.085 3.855 5.415 0.144
H -0.073 4.993 2.990 0.123
H 0.001 5.340 1.084 0.110
H -0.047 5.740 -1.316 0.131
H 0.053 3.795 -2.890 0.125
H 0.184 1.514 -1.921 0.108
C 4.370 -0.777 -0.070 0.020
C 2.908 -1.024 -0.244 -0.350
O 2.140 -0.063 -0.349 -0.081
C 2.432 -2.413 -0.307 -0.152
C 1.058 -2.676 -0.323 -0.058
C 0.561 -3.953 -0.424 -0.044
C 1.447 -5.019 -0.519 -0.027
C 2.815 -4.790 -0.494 -0.031
C 3.308 -3.502 -0.382 0.005
H 4.548 0.286 0.077 0.099
H 4.907 -1.105 -0.961 0.112
H 4.749 -1.338 0.783 0.107
H 0.313 -1.829 -0.257 -0.007
H -0.504 -4.125 -0.435 0.119
H 1.069 -6.024 -0.612 0.122
H 3.502 -5.621 -0.562 0.123
H 4.375 -3.350 -0.368 0.121
N -7.264 -0.322 1.012 0.172
C -8.550 -0.188 0.579 -0.181
C -9.776 -0.397 1.195 -0.010
C -10.904 -0.148 0.435 -0.064
C -10.820 0.291 -0.892 -0.070
C -9.608 0.503 -1.516 0.006
C -8.447 0.269 -0.766 -0.217
N -7.141 0.398 -1.094 0.190
C -6.448 0.038 -0.032 -0.281
C -5.012 -0.001 0.006 -0.101
C -4.272 0.349 -1.135 0.033
C -2.900 0.251 -1.112 -0.108
N -2.223 -0.169 -0.034 -0.130
C -2.913 -0.488 1.064 -0.133
C -4.285 -0.413 1.132 0.023
H -6.988 -0.648 1.922 0.158
H -9.849 -0.732 2.218 0.112
H -11.877 -0.296 0.876 0.111
H -11.735 0.464 -1.437 0.109
H -9.550 0.832 -2.540 0.116
H -4.796 0.676 -2.018 0.125
H -2.321 0.496 -1.995 0.114
H -2.339 -0.832 1.916 0.087
H -4.771 -0.687 2.054 0.116
```

=====

Entry 3:
Below is a molecular structure, C29H27Cl2N6SV, with properties calculated with the ωB97M-V functional and the def2-TZVPD basis.

**HOMO-LUMO gap (spin up / spin down)**: 5.85 / 6.33 eV
**Multiplicity**: 4
**F_max**: 1.64 eV/A
**Net charge**: -1

```
66
Properties=species:S:1:pos:R:3:lowdin_charge:R:1
V 0.356 0.323 -0.536 0.455
C -4.821 1.364 0.790 -0.101
C -4.748 -0.011 1.440 -0.280
N -3.548 -0.193 2.236 -0.060
C -2.377 -0.723 1.705 -0.908
S -1.252 -1.402 2.848 0.433
N -2.337 -0.702 0.408 -0.001
N -1.123 -0.977 -0.224 -0.067
C -1.007 -2.147 -0.816 -0.271
C -2.027 -3.228 -0.700 -0.031
C 0.200 -2.334 -1.611 -0.220
C 0.481 -3.521 -2.298 -0.021
C 1.654 -3.636 -3.005 -0.079
C 2.535 -2.553 -3.042 -0.067
C 2.198 -1.407 -2.355 -0.125
N 1.067 -1.289 -1.641 -0.009
H -5.705 1.454 0.151 0.064
H -4.861 2.148 1.553 0.067
H -3.935 1.524 0.175 0.037
H -5.605 -0.162 2.100 0.103
H -4.779 -0.774 0.658 0.097
H -3.656 -0.445 3.203 0.070
H -2.803 -2.917 -0.007 0.064
H -2.489 -3.444 -1.669 0.085
H -1.577 -4.151 -0.325 0.083
H -0.235 -4.332 -2.268 0.102
H 1.889 -4.554 -3.529 0.099
H 3.461 -2.594 -3.599 0.097
H 2.834 -0.531 -2.349 0.059
C 2.971 -1.521 2.510 -0.037
C 2.082 -1.423 1.432 -0.114
N 1.368 -0.347 1.202 -0.009
C 1.473 0.693 2.057 -0.214
C 2.332 0.694 3.145 -0.141
C 3.104 -0.457 3.358 -0.011
C 2.373 1.845 4.018 -0.023
C 1.563 2.891 3.812 -0.023
C 0.624 2.903 2.711 -0.136
C -0.287 3.949 2.496 -0.010
C -1.196 3.851 1.482 -0.024
C -1.160 2.730 0.639 -0.078
N -0.259 1.783 0.766 0.027
C 0.596 1.834 1.830 -0.160
H 3.534 -2.433 2.657 0.103
H 1.949 -2.246 0.742 0.117
H 3.783 -0.498 4.203 0.114
H 3.060 1.835 4.857 0.109
H 1.581 3.743 4.482 0.109
H -0.271 4.816 3.148 0.114
H -1.930 4.623 1.299 0.108
H -1.875 2.609 -0.167 0.107
Cl 2.417 1.561 -0.849 -0.011
Cl 0.245 3.870 -2.602 0.650
C -1.382 3.239 -2.718 -0.635
C -2.419 4.158 -2.815 -0.149
C -3.740 3.732 -2.845 -0.132
C -3.990 2.365 -2.769 -0.126
C -2.941 1.465 -2.690 -0.072
C -1.584 1.854 -2.670 -0.354
C -0.525 0.843 -2.574 -0.199
H -2.176 5.212 -2.871 0.089
H -4.548 4.448 -2.924 0.084
H -5.011 1.997 -2.786 0.092
H -3.153 0.402 -2.630 0.106
H 0.385 1.159 -3.089 0.016
H -0.885 -0.109 -2.968 0.039
```